1.
Below is a 3-piece molecular cluster, C32H30BrClF9IN4O3S2 overall in a non-equilibrium geometry, with properties calculated with the ωB97M-V functional and the def2-TZVPD basis.

Geometry as XYZ:
```
83
Properties=species:S:1:pos:R:3:forces:R:3:mulliken_charge:R:1
C 6.594 5.083 2.551 -0.6 -0.1 -0.3 -1.015
C 5.555 4.137 1.664 0.6 0.2 0.5 -0.297
C 5.410 2.711 2.459 0.1 0.4 1.0 -0.430
N 4.955 1.546 1.565 -2.9 1.0 1.5 -0.353
C 3.445 1.549 1.702 -1.8 -1.1 -0.1 -0.472
C 2.555 2.718 0.922 -2.0 -2.6 2.1 -0.493
C 0.916 2.744 1.058 1.7 -3.1 1.9 0.188
C 0.142 1.618 1.968 4.6 -1.1 0.0 -0.303
C 1.056 0.459 2.680 0.7 1.8 -1.5 -0.342
C 2.723 0.371 2.580 -3.7 3.4 -2.8 0.394
S 3.536 -1.018 3.518 -0.9 2.7 9.8 1.170
O 2.536 -1.785 4.470 2.8 2.1 -5.1 -0.595
O 4.545 -0.326 4.519 -2.6 -2.2 -4.9 -0.622
C 4.536 -2.233 2.538 4.1 -1.9 0.6 0.570
F 4.582 -3.509 3.335 -0.5 4.2 -3.1 -0.234
F 5.963 -1.732 2.572 -4.6 -1.4 -0.4 -0.255
C 4.172 -2.426 0.964 3.4 -0.6 -2.4 0.423
F 5.355 -3.173 0.381 -3.9 2.2 1.9 -0.296
F 4.193 -1.121 0.202 -0.6 -4.4 2.9 -0.218
C 2.880 -3.357 0.610 -0.3 -2.3 -2.4 0.803
F 2.813 -4.662 1.310 0.6 4.7 -2.0 -0.226
F 3.022 -3.706 -0.856 -0.5 1.3 4.8 -0.290
C 1.411 -2.655 0.750 -4.0 0.1 -0.9 0.481
F 1.276 -1.331 0.079 0.7 -4.8 2.9 -0.217
F 0.460 -3.562 -0.001 3.1 3.1 2.4 -0.267
F 0.866 -2.658 2.159 2.3 0.3 -5.1 -0.190
N -1.365 1.558 2.212 1.5 2.4 -1.9 -0.183
C -2.155 1.834 0.952 -2.8 0.0 -3.2 -0.007
C -3.518 0.897 0.726 1.0 2.7 -2.9 0.565
C -4.031 -0.268 1.760 -0.7 0.0 0.0 -0.988
C -3.077 -1.609 1.815 -0.3 0.0 -1.4 -0.100
C -3.577 -2.696 0.655 0.1 -0.2 0.2 -0.722
I -3.439 -2.654 3.754 0.4 0.8 -0.8 0.019
C -4.411 1.165 -0.629 2.7 1.7 0.4 -0.683
C -4.037 2.298 -1.760 2.6 -0.9 4.5 0.053
Cl -5.123 2.444 -3.261 1.8 0.0 2.5 -0.271
C -2.718 3.233 -1.492 -0.9 -1.5 1.5 0.205
C -2.293 4.400 -2.576 0.0 -1.9 0.9 -0.555
C -1.292 3.644 -3.675 4.1 5.9 -3.6 0.562
O -0.494 4.439 -4.400 -5.2 -5.7 4.7 -0.517
Br -1.248 1.637 -3.951 -0.2 2.1 0.4 -0.110
C -1.776 3.016 -0.164 -3.1 -3.3 0.3 0.075
S -0.207 4.036 0.215 -0.3 -2.6 0.4 -0.264
H 7.527 4.398 2.784 -1.8 1.8 -0.3 0.296
H 6.885 6.080 1.978 -0.5 -2.3 1.1 0.313
H 6.033 5.445 3.536 1.4 -1.0 -2.0 0.267
H 5.962 3.900 0.578 -0.8 0.6 2.3 0.295
H 4.551 4.762 1.592 1.9 -1.7 0.1 0.178
H 4.631 2.795 3.340 1.7 0.1 -1.6 0.273
H 6.419 2.330 2.962 -2.0 1.2 -1.3 0.380
H 5.379 0.695 1.999 -0.9 0.8 -0.5 0.374
H 3.129 3.525 0.291 -1.3 -1.9 1.4 0.475
H 0.499 -0.364 3.340 1.4 2.0 -1.6 0.328
H -1.550 2.393 2.833 0.1 -1.2 -0.6 0.376
H -5.089 -0.641 1.354 2.3 0.9 0.8 0.353
H -4.253 0.128 2.862 0.8 -0.6 -2.5 0.437
H -1.928 -1.372 1.743 -2.4 -0.4 0.3 0.117
H -4.263 -3.500 1.204 1.4 1.8 -1.5 0.316
H -4.176 -2.148 -0.190 1.1 -1.0 1.7 0.241
H -2.681 -3.253 0.132 -1.7 1.1 1.3 0.142
H -5.361 0.492 -0.798 2.1 1.6 0.3 0.211
H -3.235 4.829 -3.151 2.1 -1.0 1.2 0.314
H -1.708 5.258 -1.991 -1.1 -2.0 -1.7 0.272
N -5.620 2.368 -6.743 0.0 0.0 0.0 0.194
C -5.786 1.270 -7.546 0.0 -0.1 -0.1 -0.382
C -5.647 1.675 -8.855 -0.1 -0.3 0.2 -0.484
C -5.382 3.065 -8.840 0.1 0.3 0.2 -0.465
C -5.368 3.467 -7.523 0.0 0.1 -0.1 -0.378
H -5.674 2.368 -5.732 0.1 0.0 -0.5 0.150
H -5.989 0.297 -7.118 0.0 0.2 -0.1 0.351
H -5.726 1.038 -9.726 0.0 0.1 0.2 0.374
H -5.218 3.705 -9.698 0.0 -0.1 0.2 0.375
H -5.202 4.437 -7.075 0.0 -0.2 -0.1 0.337
N 0.222 -6.000 1.461 0.0 -0.1 0.2 0.220
C -0.011 -6.541 2.699 0.0 0.0 0.0 -0.478
C -0.507 -7.813 2.520 0.1 0.2 0.3 -0.583
C -0.569 -8.050 1.126 0.0 0.1 -0.4 -0.591
C -0.110 -6.915 0.496 0.0 0.0 0.0 -0.491
H 0.584 -5.071 1.287 -0.3 -0.7 0.1 0.300
H 0.193 -5.975 3.598 -0.1 -0.1 -0.1 0.423
H -0.791 -8.498 3.309 0.1 0.1 -0.1 0.388
H -0.910 -8.952 0.635 0.1 0.2 0.1 0.385
H 0.007 -6.680 -0.553 0.0 -0.1 0.2 0.404
```
Positions in Å, forces in eV/Å.

Properties
- orbital gap (eV) = 6.17
- structure (SMILES) = CCCNc1cc2c(cc1S(=O)(=O)C(F)(F)C(F)(F)C(F)(F)C(F)(F)F)Nc1c(C[C@H](C)I)cc(Cl)c(CC(=O)Br)c1S2.c1cc[nH]c1.c1cc[nH]c1
- strongest force on any atom (eV/Å) = 10.2
- spin multiplicity = 1
- net charge = 0
- DFT total energy (Ha) = -6708.1832
- E_HOMO (eV) = -8.092

=====

2.
Below is an isolated ion of composition C15H16N5O9S2 and charge -1 in a non-equilibrium geometry, with properties calculated with the ωB97M-V functional and the def2-TZVPD basis.

Geometry as XYZ:
```
47
Properties=species:S:1:pos:R:3:forces:R:3:nbo_charge:R:1
O 6.334 -2.384 1.234 -1.5 -1.1 -0.2 -0.575
O 3.389 1.168 -1.153 -0.1 -0.6 -1.8 -0.525
O -3.077 0.759 2.331 2.1 0.5 -1.0 -0.593
O -0.909 0.402 -2.070 0.9 -0.6 0.8 -0.762
O 0.988 -2.711 2.012 -0.4 0.4 -0.8 -0.933
O 2.354 -0.758 2.474 -1.0 0.0 -1.9 -0.931
O -0.420 2.379 -1.219 0.9 -0.8 0.9 -0.758
N -6.166 4.016 -2.004 0.4 -0.2 0.6 -0.087
N -5.578 3.670 -3.093 1.0 -1.4 1.6 -0.054
N -5.766 3.255 -0.915 -0.7 0.0 -1.3 -0.315
O 4.358 -3.565 0.928 1.0 1.8 -0.8 -0.512
O -1.064 1.714 1.718 -0.7 -1.2 -0.5 -0.492
S -4.151 1.079 -0.507 0.2 0.4 0.6 0.296
C 5.209 -2.474 0.746 1.9 -1.3 2.0 0.737
C 2.984 0.021 -1.151 -1.3 3.8 2.7 0.613
C -2.388 1.448 1.575 -1.8 -0.7 1.9 0.792
C -0.275 1.127 -1.259 -2.2 0.9 -1.6 0.744
C -4.946 2.345 -1.396 0.2 1.5 -1.7 0.149
C 4.793 -1.358 -0.034 -3.3 1.8 -2.2 -0.252
C 3.508 -1.049 -0.394 4.7 -4.3 1.2 0.000
N -4.754 2.622 -2.741 -0.6 0.2 0.6 -0.208
N 1.680 -0.427 -0.914 -1.2 -1.0 -0.4 -0.360
C 4.770 -4.442 1.968 0.0 -0.4 0.9 -0.263
C -3.111 2.214 0.519 0.2 0.4 -0.6 -0.620
C -3.675 2.122 -3.590 0.0 -0.6 -0.4 -0.430
C -1.074 -1.240 0.495 1.2 -0.6 -0.3 -0.622
C -0.255 0.599 2.163 0.4 0.6 0.4 -0.090
C 2.152 -1.620 -0.130 0.3 1.2 -0.5 -0.336
C 0.701 0.446 -0.251 0.5 1.0 0.7 -0.186
C 0.100 -0.332 0.980 -1.0 0.1 -1.1 -0.278
S 1.438 -1.422 1.525 1.7 -0.5 2.3 2.131
H 5.570 -0.662 -0.373 -0.2 -0.5 0.3 0.253
H 4.589 -3.915 2.915 0.1 -0.3 -0.1 0.194
H 5.839 -4.704 1.926 -0.4 0.2 -0.2 0.198
H 4.143 -5.354 1.928 0.3 0.7 -0.2 0.197
H -3.669 3.008 1.008 -0.6 -0.3 0.1 0.255
H -2.447 2.710 -0.147 0.9 0.2 -0.6 0.279
H -3.775 2.502 -4.617 -0.1 0.2 0.6 0.220
H -3.769 1.028 -3.674 0.2 0.4 0.3 0.223
H -2.696 2.381 -3.159 -0.3 -0.2 -0.1 0.266
H -1.916 -0.633 0.236 -0.3 0.4 -0.5 0.239
H -0.759 -1.840 -0.407 -0.4 0.8 0.8 0.240
H -1.398 -1.926 1.262 0.1 -0.2 0.4 0.226
H 0.638 1.080 2.598 -0.3 -0.4 -0.5 0.231
H -0.736 0.056 2.983 -0.2 0.0 -0.3 0.217
H 1.955 -2.611 -0.502 -0.4 -0.3 -0.1 0.251
H 1.282 1.276 0.178 0.0 0.0 -0.1 0.232
```
Positions in Å, forces in eV/Å.

Properties
- orbital gap (eV) = 6.75
- structure (SMILES) = COC(=O)/C=C1/C(=O)N2[C@@H](C(=O)[O-])[C@](C)(COC(=O)CSc3nnnn3C)S(=O)(=O)[C@H]12
- strongest force on any atom (eV/Å) = 6.5
- spin multiplicity = 1
- energy relative to the best compared isomer or geometry (same formula, charge and spin) (kcal per mole) = 0.0
- net charge = -1
- DFT total energy (Ha) = -2328.4810
- E_HOMO (eV) = -5.558

=====

3.
Below is C16H24LiO8 as an isolated structure in a non-equilibrium geometry, with properties calculated with the ωB97M-V functional and the def2-TZVPD basis.

Geometry as XYZ:
```
49
Properties=species:S:1:pos:R:3:forces:R:3:nbo_charge:R:1
Li -0.902 0.123 0.323 0.2 0.2 0.0 0.899
O -1.069 -0.300 -1.535 2.0 -2.2 -3.5 -0.673
C -0.435 -0.919 -2.458 -1.6 3.2 5.0 0.826
O 0.844 -0.597 -2.690 -0.8 0.9 0.7 -0.469
C 1.411 -1.421 -3.706 -0.6 -0.3 0.7 -0.064
C 0.175 -2.012 -4.323 0.5 -0.6 -2.4 -0.431
C -0.875 -2.066 -3.246 0.1 -1.0 -0.6 -0.540
H 1.959 -2.188 -3.158 0.6 0.0 -0.4 0.178
H 1.999 -0.776 -4.360 0.2 -0.4 0.1 0.216
H 0.456 -2.935 -4.830 -0.4 -0.2 0.1 0.236
H -0.127 -1.318 -5.108 -0.3 0.0 -0.1 0.220
H -0.770 -2.967 -2.641 0.2 0.0 0.3 0.257
H -1.917 -2.094 -3.564 0.2 0.5 0.0 0.272
O -0.933 2.108 0.735 2.2 3.9 -1.5 -0.644
C -0.458 3.191 0.274 -1.4 -3.7 -0.5 0.820
O -1.258 4.281 0.167 -0.9 -3.6 1.2 -0.455
C -0.521 5.343 -0.211 1.9 2.7 -1.6 -0.074
C 0.519 4.795 -1.217 0.2 -0.8 0.5 -0.426
C 0.924 3.476 -0.516 -1.2 0.6 1.4 -0.515
H -0.112 5.751 0.714 0.6 0.5 -0.3 0.180
H -1.126 6.103 -0.705 -0.3 -0.1 0.3 0.209
H 1.344 5.464 -1.460 -0.1 0.0 0.2 0.233
H 0.023 4.498 -2.141 -0.2 0.4 -0.1 0.215
H 1.710 3.653 0.219 -0.1 0.1 0.3 0.233
H 1.311 2.658 -1.123 -0.7 -0.1 -0.1 0.246
O -2.429 -0.251 1.385 0.7 -0.3 -0.4 -0.665
C -2.867 -1.010 2.217 0.6 3.3 1.1 0.831
O -3.095 -2.231 2.079 -0.3 -4.6 -3.2 -0.456
C -4.051 -2.740 3.018 0.8 -0.6 0.2 -0.063
C -4.499 -1.488 3.680 -3.0 -0.6 1.3 -0.435
C -3.322 -0.649 3.575 1.3 2.1 0.9 -0.529
H -3.460 -3.353 3.699 -0.2 -0.2 0.1 0.188
H -4.804 -3.367 2.540 0.2 0.3 -0.2 0.217
H -4.787 -1.786 4.688 -0.2 0.6 0.1 0.232
H -5.341 -1.007 3.181 -0.2 -0.3 0.0 0.222
H -2.641 -1.025 4.338 0.7 0.4 -0.2 0.236
H -3.413 0.436 3.618 -0.3 -0.2 0.4 0.251
O 0.978 -0.709 0.695 -0.9 -0.5 -1.1 -0.666
C 2.167 -0.938 0.734 -2.0 2.5 -2.5 0.810
O 2.712 -0.972 1.854 0.9 0.5 4.4 -0.434
C 4.108 -1.170 1.826 -0.1 -1.8 1.5 -0.078
C 4.411 -1.406 0.389 1.4 -0.8 -0.4 -0.445
C 3.217 -0.891 -0.351 -0.4 -0.3 -0.2 -0.515
H 4.120 -2.104 2.387 1.1 0.0 0.2 0.202
H 4.696 -0.429 2.369 -0.5 0.4 -0.2 0.208
H 4.459 -2.487 0.255 0.6 0.1 -0.3 0.221
H 5.346 -0.895 0.159 0.0 -0.4 -0.5 0.233
H 2.870 -1.523 -1.168 0.4 0.5 -0.3 0.237
H 3.457 0.141 -0.607 -0.8 0.1 -0.5 0.247
```
Positions in Å, forces in eV/Å.

Properties
- orbital gap (eV) = 11.04
- strongest force on any atom (eV/Å) = 6.1
- spin multiplicity = 1
- energy relative to the best compared isomer or geometry (same formula, charge and spin) (kcal per mole) = 27.4
- net charge = +1
- DFT total energy (Ha) = -1233.4024
- E_HOMO (eV) = -12.954